Below is a molecular structure, C3H3CdO4 in a non-equilibrium geometry, with properties calculated with ωB97M-V with the def2-TZVPD basis set.

Structure (XYZ):
```
11
C3H3CdO4 ωB97M-V with the def2-TZVPD basis set
C 1.460 -1.201 -0.535
C 1.350 0.193 -1.063
O 0.549 0.986 -0.571
O 0.608 -1.442 0.505
H 2.536 -1.329 -0.274
H 2.035 0.526 -1.863
Cd -0.525 0.019 0.904
O -2.179 0.698 1.556
O -4.090 1.899 1.622
C -3.050 1.519 1.141
H 1.307 -1.867 -1.423
```

Output
**HOMO (spin up / spin down)**: -0.264 / -0.383 Eh
**Multiplicity**: 2
**⟨S²⟩**: 0.75
**LUMO (spin up / spin down)**: -0.347 / -0.349 eV
**ΔE to the lowest compared entry with this formula, charge and spin**: 0.0 kcal per mole

=====

Below is C3H3Cl in the gas phase in a non-equilibrium geometry, with properties calculated with ωB97M-V with the def2-TZVPD basis set.

Structure (XYZ):
```
7
C3H3Cl ωB97M-V with the def2-TZVPD basis set
C -1.264 -0.111 -1.147
C -0.351 -0.064 -0.364
C 0.608 0.051 0.676
Cl 2.259 -0.477 0.246
H -2.022 -0.176 -1.770
H 0.597 1.120 0.734
H 0.172 -0.343 1.624
```

Output
**HOMO**: -0.377 Eh
**SMILES string**: C#CCCl
**Multiplicity**: 1
**LUMO**: 0.933 eV
**ΔE to the lowest compared entry with this formula, charge and spin**: 5.7 kcal per mole

=====

Below is 2 unconnected molecules or ions with the total composition C3H3Cl2F in a non-equilibrium geometry, with properties calculated with ωB97M-V with the def2-TZVPD basis set.

Structure (XYZ):
```
9
C3H3Cl2F ωB97M-V with the def2-TZVPD basis set
C -1.087 1.435 0.581
C -0.267 -0.143 -0.513
C 0.749 -1.000 -0.054
F -0.369 0.128 -1.775
Cl 2.045 -0.030 0.757
Cl 1.485 -2.088 -1.217
H -1.578 1.968 -0.074
H -1.277 1.251 1.566
H 0.299 -1.519 0.729
```

Output
**HOMO (spin up / spin down)**: -0.359 / -0.312 Eh
**Multiplicity**: 1
**LUMO (spin up / spin down)**: -0.240 / -0.504 eV
**ΔE to the lowest compared entry with this formula, charge and spin**: 133.2 kcal per mole

=====

Below is a molecular structure, C3H3Cl2InNO3Tm in a non-equilibrium geometry, with properties calculated with ωB97M-V with the def2-TZVPD basis set.

Structure (XYZ):
```
14
C3H3Cl2InNO3Tm ωB97M-V with the def2-TZVPD basis set
Tm -1.809 -1.512 -2.568
In 1.693 0.344 1.078
Cl -2.670 -1.789 -0.332
Cl 0.940 2.079 -0.317
C 1.702 1.799 2.935
C 0.354 -1.528 -1.982
C -0.499 0.096 -3.645
O 1.291 2.857 3.167
O 1.517 -1.520 -1.843
O 0.279 0.749 -4.191
N -0.477 -0.321 1.839
H -1.044 0.509 2.055
H -0.321 -0.879 2.672
H -0.958 -0.885 1.132
```

Output
**HOMO (spin up / spin down)**: -0.964 / -0.964 Eh
**Charge**: +4
**Multiplicity**: 3
**⟨S²⟩**: 2.00
**LUMO (spin up / spin down)**: -18.861 / -18.860 eV
**ΔE to the lowest compared entry with this formula, charge and spin**: 0.0 kcal per mole

=====

Below is a molecular structure, C3H3Cl2NO3S in a non-equilibrium geometry, with properties calculated with ωB97M-V with the def2-TZVPD basis set.

Structure (XYZ):
```
13
C3H3Cl2NO3S ωB97M-V with the def2-TZVPD basis set
C -1.029 -1.197 -0.411
C -0.639 -0.693 -1.664
C -0.158 0.944 0.488
N -1.030 -0.061 0.557
O -1.605 -2.172 -0.166
O 2.436 1.415 -0.008
O 1.759 -0.879 0.122
S 1.583 0.438 0.597
Cl 0.372 0.574 -1.823
Cl 2.201 0.424 2.533
H -1.472 -0.770 -2.313
H -0.521 1.923 0.915
H -1.897 0.054 1.171
```

Output
**HOMO (spin up / spin down)**: -0.334 / -0.312 Eh
**Multiplicity**: 1
**LUMO (spin up / spin down)**: -1.408 / -1.558 eV
**ΔE to the lowest compared entry with this formula, charge and spin**: 71.3 kcal per mole

=====

Below is C3H3Cl3 in the gas phase in a non-equilibrium geometry, with properties calculated with ωB97M-V with the def2-TZVPD basis set.

Structure (XYZ):
```
9
C3H3Cl3 ωB97M-V with the def2-TZVPD basis set
C -0.305 0.214 -0.251
C -0.703 -1.147 -0.290
C 0.913 0.817 0.418
Cl -1.299 1.378 -1.010
Cl -2.222 -1.669 -0.945
Cl 0.298 -2.334 0.467
H 0.536 1.785 0.703
H 1.650 0.827 -0.375
H 1.133 0.130 1.283
```

Output
**HOMO**: -0.329 Eh
**SMILES string**: CC(Cl)=C(Cl)Cl
**Multiplicity**: 1
**LUMO**: 0.731 eV
**ΔE to the lowest compared entry with this formula, charge and spin**: 5.8 kcal per mole

=====

Below is C3H3Cl3 in the gas phase in a non-equilibrium geometry, with properties calculated with ωB97M-V with the def2-TZVPD basis set.

Structure (XYZ):
```
9
C3H3Cl3 ωB97M-V with the def2-TZVPD basis set
C 0.018 0.023 -0.039
C -0.959 0.383 -1.103
C -2.288 0.254 -0.985
H -0.547 0.781 -2.049
H -2.953 0.570 -1.746
H -2.720 -0.199 -0.116
Cl 1.206 -1.175 -0.755
Cl -0.636 -0.652 1.444
Cl 0.936 1.527 0.291
```

Output
**HOMO**: -0.384 Eh
**SMILES string**: C=CC(Cl)(Cl)Cl
**Multiplicity**: 1
**LUMO**: 0.624 eV
**ΔE to the lowest compared entry with this formula, charge and spin**: 4.9 kcal per mole

=====

Below is 2 unconnected molecules or ions with the total composition C3H3Cl3O in a non-equilibrium geometry, with properties calculated with ωB97M-V with the def2-TZVPD basis set.

Structure (XYZ):
```
10
C3H3Cl3O ωB97M-V with the def2-TZVPD basis set
C 0.154 -0.773 0.774
C -2.013 0.406 0.657
C 1.359 0.027 -1.201
O 0.454 -0.873 -0.418
Cl 1.070 0.230 1.763
Cl -2.352 1.168 2.129
Cl -3.147 -0.756 0.313
H 1.484 0.995 -0.713
H 0.754 0.206 -2.056
H 2.237 -0.631 -1.248
```

Output
**HOMO**: -0.302 Eh
**Multiplicity**: 1
**LUMO**: -0.748 eV
**ΔE to the lowest compared entry with this formula, charge and spin**: 123.5 kcal per mole

=====

Below is 2 unconnected molecules or ions with the total composition C3H3Cl3O3S in a non-equilibrium geometry, with properties calculated with ωB97M-V with the def2-TZVPD basis set.

Structure (XYZ):
```
13
C3H3Cl3O3S ωB97M-V with the def2-TZVPD basis set
C 0.364 -1.099 0.795
C 2.526 -0.580 -0.334
C 1.558 -0.287 0.531
O -0.606 -0.744 1.399
O -2.621 2.189 -0.697
O -0.675 0.758 -1.028
S -1.730 0.957 -0.090
Cl 0.411 -2.695 0.100
Cl 1.538 1.186 1.416
Cl -3.154 -0.584 -0.451
H -3.458 2.304 -0.238
H 2.500 -1.497 -0.898
H 3.348 0.090 -0.505
```

Output
**HOMO**: -0.377 Eh
**Multiplicity**: 1
**LUMO**: -0.643 eV
**ΔE to the lowest compared entry with this formula, charge and spin**: 0.0 kcal per mole

=====

Below is a molecular structure, C3H3Cl4CrFO3 in a non-equilibrium geometry, with properties calculated with ωB97M-V with the def2-TZVPD basis set.

Structure (XYZ):
```
15
C3H3Cl4CrFO3 ωB97M-V with the def2-TZVPD basis set
Cr -3.479 0.631 0.369
Cl -3.217 2.483 -1.216
Cl -2.808 1.574 2.503
Cl -5.992 0.749 0.423
Cl -3.140 -1.690 0.432
C 2.308 -0.997 0.402
C 2.581 -0.257 -0.848
O 1.327 0.205 -1.320
C 0.456 0.251 -0.296
O -0.704 0.712 -0.255
O 1.000 -0.513 0.726
F 3.182 -0.938 -1.740
H 3.047 -0.738 1.160
H 2.207 -2.083 0.399
H 3.231 0.611 -0.741
```

Output
**HOMO (spin up / spin down)**: -0.389 / -0.392 Eh
**Multiplicity**: 5
**⟨S²⟩**: 6.13
**LUMO (spin up / spin down)**: -3.326 / -5.878 eV

=====

Below is a molecular structure, C3H3Cl4NS in a non-equilibrium geometry, with properties calculated with ωB97M-V with the def2-TZVPD basis set.

Structure (XYZ):
```
12
C3H3Cl4NS ωB97M-V with the def2-TZVPD basis set
C -0.443 -0.315 -0.760
C -0.774 1.451 -0.230
C -0.086 2.443 -1.152
N 0.594 -0.806 -0.124
S -1.425 -0.987 -1.796
Cl -0.154 1.569 1.391
Cl -0.188 4.114 -0.497
Cl 1.704 2.216 -1.060
Cl -0.869 2.330 -2.659
H -1.844 1.736 -0.213
H 1.022 -0.258 0.604
H 0.711 -1.734 -0.200
```

Output
**HOMO**: -0.322 Eh
**Multiplicity**: 1
**LUMO**: 0.356 eV
**ΔE to the lowest compared entry with this formula, charge and spin**: 2.8 kcal per mole

=====

Below is a molecular structure, C3H3Cl9Cr2O8S2 in a non-equilibrium geometry, with properties calculated with ωB97M-V with the def2-TZVPD basis set.

Structure (XYZ):
```
27
C3H3Cl9Cr2O8S2 ωB97M-V with the def2-TZVPD basis set
Cr 8.235 7.268 -13.470
Cr 9.175 3.959 -15.161
S 9.504 4.483 -12.572
O 10.466 4.801 -13.690
O 10.382 4.152 -11.481
O 8.730 5.744 -12.339
O 8.736 3.416 -13.221
S 7.297 5.937 -15.650
O 8.686 6.027 -15.142
O 7.040 6.579 -16.903
O 7.226 4.446 -15.756
O 6.617 6.571 -14.485
C 4.184 4.243 -14.634
Cl 3.916 5.303 -16.017
Cl 3.219 2.780 -14.728
Cl 3.902 5.095 -13.104
H 5.232 3.965 -14.645
C 6.379 2.610 -18.222
Cl 7.899 2.029 -17.541
Cl 5.015 1.934 -17.351
Cl 6.252 2.283 -19.960
H 6.297 3.689 -18.160
C 6.027 9.507 -16.446
Cl 7.474 9.495 -15.385
Cl 5.560 11.153 -16.904
Cl 4.664 8.736 -15.663
H 6.284 8.977 -17.353
```

Output
**HOMO (spin up / spin down)**: -0.354 / -0.379 Eh
**Multiplicity**: 9
**⟨S²⟩**: 20.03
**LUMO (spin up / spin down)**: -1.825 / -1.814 eV
**ΔE to the lowest compared entry with this formula, charge and spin**: 52.7 kcal per mole

=====

Q: Look up the multiplicity of the twelfth one.
A: 9